[1]
A molecular structure, C4H6AgO at a distorted geometry, computed with wB97M-V/def2-TZVPD.

Structure (XYZ):
```
12
Properties=species:S:1:pos:R:3:forces:R:3:lowdin_spin:R:1
Ag -2.0148 0.6605 1.1282 -3.2 2.3 -0.2 0.04
O -0.6378 -0.5602 1.5645 3.7 -2.9 0.7 0.42
C -1.1011 1.1908 -1.3578 0.4 -0.5 1.5 0.01
C 0.4913 -1.0178 1.1490 0.3 0.2 -2.0 0.20
C -0.1255 0.6819 -0.7007 2.8 -2.5 -1.4 0.01
C 1.1828 -0.2569 -0.1536 -2.4 3.3 0.9 0.17
H -1.4558 0.7252 -2.2843 0.2 0.1 -0.4 0.00
H 1.3362 -1.0409 1.8569 -0.6 -1.3 0.0 0.00
H 1.9163 0.4221 0.3013 -0.3 0.3 -0.1 0.02
H -1.7839 1.8798 -0.8430 0.0 0.6 -0.6 0.00
H 0.4064 -1.7360 0.0927 -0.4 -0.2 3.0 0.13
H 1.7858 -0.9486 -0.7532 -0.6 0.5 -1.3 0.00
```
Positions in Å, forces in eV/Å.

The calculation puts the largest force on an atom at 4.74 eV/Å. As for the total charge: +2. The energy above the lowest of the compared OMol25 structures with the same formula, charge and spin is 106.1 kcal/mol. As for the orbital gap (alpha / beta): 7.19 / 7.53 eV. Its LUMO energy (alpha / beta) is -12.45 / -12.51 eV. The multiplicity is 2.


[2]
A molecular structure, C4H6AuLiO at a distorted geometry, computed with wB97M-V/def2-TZVPD.

Structure (XYZ):
```
13
Properties=species:S:1:pos:R:3:forces:R:3:lowdin_spin:R:1
Au 0.6186 1.1812 2.5074 -10.6 -3.4 12.1 0.59
O 1.6820 1.5457 1.3493 11.0 2.9 -12.7 0.56
C 1.3616 0.2536 -0.6308 -1.5 -1.8 -1.2 1.06
C -1.2851 -1.2454 0.2722 0.7 0.2 -0.2 0.21
C 2.0490 1.0606 0.1748 1.9 2.0 1.6 0.44
C -0.9986 -0.1948 -0.5500 -0.6 -0.3 0.3 0.03
Li -3.4303 -0.8818 -0.7910 -0.7 -0.2 -0.3 0.01
H 1.6350 -0.1932 -1.5850 0.1 0.1 0.1 0.04
H -0.7827 -0.3632 -1.6092 -0.1 0.1 0.2 0.00
H 3.0457 1.3893 -0.1730 0.0 0.4 0.5 0.04
H -1.5690 -1.1071 1.3200 -0.1 -0.1 -0.3 0.01
H -1.1254 -2.2771 -0.0582 -0.1 0.2 0.1 0.01
H -1.2008 0.8321 -0.2265 0.1 -0.2 -0.2 0.00
```
Positions in Å, forces in eV/Å.

The calculation puts the largest force on an atom at 17.08 eV/Å. As for the total charge: +3. The energy above the lowest of the compared OMol25 structures with the same formula, charge and spin is 10.1 kcal/mol. As for the orbital gap (alpha / beta): 7.90 / 6.22 eV. Its LUMO energy (alpha / beta) is -14.68 / -17.66 eV. The multiplicity is 4.


[3]
C4H6BNO4 in the gas phase at a distorted geometry, computed with wB97M-V/def2-TZVPD.

Structure (XYZ):
```
16
Properties=species:S:1:pos:R:3:forces:R:3:nbo_charge:R:1
O -1.9678 1.8903 -0.0014 -0.8 -0.4 0.0 -0.48
O 0.4000 -2.2466 -0.5431 -3.2 -0.9 0.6 -0.68
O -2.3306 -0.8970 0.2047 -1.3 0.7 -0.8 -0.70
O 2.1848 -0.2405 -1.1537 2.2 -1.1 -1.2 -0.49
N 1.5281 1.2341 1.2953 -5.3 -0.3 -1.9 -1.02
C -1.0146 -0.4107 0.2417 -1.9 1.1 0.6 -0.02
C -1.0338 1.1463 0.0243 0.9 0.0 -0.3 0.29
C -0.0594 -0.9762 -0.7799 -0.2 -0.8 -1.4 -0.01
C 1.0560 0.0178 -0.9328 -0.7 0.8 0.4 0.27
B 0.4768 1.1887 -0.1605 3.0 2.1 5.1 0.66
H -0.5622 -0.9933 -1.7649 -0.2 0.4 0.0 0.21
H 1.3121 -2.2479 -0.5544 3.3 0.0 -0.1 0.48
H -2.9948 -0.2452 -0.2543 2.2 -1.4 1.3 0.50
H 2.3427 1.6308 0.9315 1.8 0.6 -0.1 0.38
H -0.5122 -0.4862 1.2288 -0.7 -0.5 -0.1 0.22
H 1.1748 1.6358 2.2186 0.6 -0.3 -2.2 0.39
```
Positions in Å, forces in eV/Å.

The calculation puts the largest force on an atom at 6.32 eV/Å. As for the total charge: 0. The energy above the lowest of the compared OMol25 structures with the same formula, charge and spin is 13.6 kcal/mol. As for the orbital gap: 8.48 eV. Its SMILES is NB1C(=O)[C@@H](O)[C@H](O)C1=O. Its LUMO energy is -1.15 eV. The multiplicity is 1.